The following is a quantum chemistry calculation of a 2-piece molecular cluster, C4H12N2O2 overall, from OMol25.

The value obtained for the LUMO energy is 0.023 Ha. Its structure (SMILES) is CN[C@H](C)C(N)=O.O. For the largest force on an atom, the calculation gives 2.1 eV/A. As for the orbital gap: 9.52 eV. Its total energy is -419.587424 Ha.

```
! RIJCOSX wB97M-V def2-TZVPD def2/J DEFGRID3
* xyz 0 1
C 1.64 -0.54 0.89
N 0.39 0.14 0.98
C -0.91 -0.45 0.63
C -0.86 -1.82 -0.10
C -1.74 0.50 -0.27
N -1.29 1.79 -0.36
O -2.64 0.14 -1.01
H 2.43 0.20 0.85
H 1.80 -1.32 1.66
H 1.80 -1.24 0.05
H 0.26 0.68 1.82
H -1.48 -0.55 1.55
H -0.89 -2.61 0.66
H 0.02 -2.00 -0.71
H -1.77 -1.84 -0.69
H -1.78 2.44 -0.92
H -0.31 2.00 -0.22
O 1.83 1.92 -1.68
H 2.46 1.19 -1.59
H 1.04 1.37 -1.56
*
```

---

The following is a quantum chemistry calculation of a 2-piece molecular cluster, C6H12N2O overall, from OMol25.

The value obtained for the LUMO energy is 0.027 Ha. Its structure (SMILES) is [H]/N=C\C(=C)N.C/C=C\O. For the largest force on an atom, the calculation gives 1.5 eV/A. As for the orbital gap: 9.07 eV. Its total energy is -420.501090 Ha.

```
! RIJCOSX wB97M-V def2-TZVPD def2/J DEFGRID3
* xyz 0 1
H -1.87 1.52 0.23
N -1.43 1.00 0.99
C -1.17 -0.20 0.69
C -1.53 -0.97 -0.54
C -1.84 -0.33 -1.68
N -1.70 -2.33 -0.35
H -0.85 -0.84 1.52
H -2.22 -0.86 -2.53
H -1.62 0.72 -1.80
H -1.94 -2.63 0.58
H -2.23 -2.80 -1.07
C 2.24 0.16 1.39
C 2.12 0.30 -0.10
C 1.43 1.26 -0.72
O 0.85 2.36 -0.17
H 2.42 -0.88 1.64
H 1.33 0.50 1.88
H 3.09 0.74 1.77
H 2.76 -0.32 -0.71
H 1.51 1.39 -1.79
H 0.64 2.23 0.77
*
```

---

HOMO for every record listed, in sequence, given in eV: -8.89; -8.33.